(1)
The following is a quantum chemistry calculation of C50H46MnN3O2P3Se3Te as an isolated structure, from the OMol25 dataset.

```
109
C50H46MnN3O2P3Se3Te ωB97M-V with the def2-TZVPD basis set
Mn -1.095 -0.708 -0.131
Se 0.112 -0.406 2.013
Se 0.128 -2.712 2.488
Te -2.327 -3.262 2.351
Se -2.715 -2.618 -0.038
N 2.609 -0.153 -0.468
C 2.882 -0.370 -1.787
C 4.184 -0.106 -2.255
C 4.527 -0.296 -3.572
C 3.589 -0.766 -4.491
C 2.314 -1.038 -4.045
C 1.932 -0.835 -2.714
P 0.271 -1.352 -2.206
C -0.863 -0.818 -3.527
C -0.593 0.279 -4.341
C -1.558 0.743 -5.226
C -2.795 0.121 -5.303
C -3.071 -0.973 -4.491
C -2.112 -1.441 -3.608
C 0.333 -3.162 -2.353
C 0.108 -3.834 -3.551
C 0.221 -5.215 -3.603
C 0.563 -5.928 -2.462
C 0.788 -5.261 -1.267
C 0.667 -3.882 -1.211
H 3.382 -0.029 0.161
H 1.750 -0.440 -0.019
H 4.923 0.251 -1.547
H 5.540 -0.085 -3.891
H 3.858 -0.931 -5.525
H 1.583 -1.429 -4.743
H 0.368 0.773 -4.279
H -1.336 1.594 -5.858
H -3.552 0.488 -5.983
H -4.043 -1.447 -4.535
H -2.334 -2.293 -2.973
H -0.165 -3.285 -4.444
H 0.038 -5.734 -4.535
H 0.643 -7.007 -2.504
H 1.036 -5.812 -0.370
H 0.804 -3.375 -0.261
C 1.599 4.232 1.546
P 0.581 2.889 0.738
C -1.114 3.553 0.943
C -1.786 4.441 0.104
C -3.020 4.959 0.477
C -3.593 4.611 1.692
C -2.934 3.726 2.533
C -1.714 3.189 2.151
C 1.031 3.060 -1.027
C 2.396 3.035 -1.337
C 2.836 3.095 -2.646
C 1.917 3.153 -3.688
C 0.565 3.133 -3.396
C 0.123 3.075 -2.078
P 0.833 5.886 1.886
C 2.318 6.742 2.555
C 3.505 6.915 1.843
C 4.588 7.559 2.417
C 4.501 8.042 3.718
C 3.328 7.879 4.436
C 2.243 7.234 3.854
C 0.694 6.656 0.226
C -0.253 7.672 0.098
C -0.465 8.300 -1.120
C 0.257 7.906 -2.238
C 1.201 6.895 -2.126
C 1.422 6.283 -0.900
H 2.546 4.315 1.008
H 1.858 3.854 2.539
H -1.341 4.760 -0.828
H -3.520 5.667 -0.173
H -4.547 5.031 1.983
H -3.371 3.446 3.483
H -1.210 2.481 2.801
H 3.129 2.959 -0.542
H 3.898 3.082 -2.859
H 2.257 3.198 -4.715
H -0.166 3.163 -4.194
H -0.941 3.060 -1.890
H 3.583 6.556 0.823
H 5.501 7.689 1.851
H 5.347 8.546 4.166
H 3.253 8.254 5.448
H 1.324 7.109 4.415
H -0.842 7.957 0.962
H -1.201 9.090 -1.199
H 0.085 8.385 -3.193
H 1.764 6.573 -2.993
H 2.151 5.488 -0.842
O -2.476 4.257 -3.656
C -3.832 4.215 -3.270
N -4.584 3.169 -3.901
C -4.930 1.962 -3.367
O -5.692 1.213 -3.943
C -4.401 1.610 -2.004
C -5.307 1.503 -0.957
C -4.853 1.116 0.289
C -3.522 0.773 0.425
N -2.649 0.824 -0.588
C -3.075 1.271 -1.776
H -2.414 4.557 -4.568
H -4.319 5.171 -3.480
H -3.831 4.051 -2.195
H -4.982 3.333 -4.814
H -6.354 1.719 -1.129
H -5.517 1.039 1.137
H -3.136 0.405 1.370
H -2.342 1.320 -2.573
```

Properties
Orbital gap (alpha / beta) in eV: 6.57 / 6.56
HOMO energy (alpha / beta) in eV: -6.567 / -6.634
Spin multiplicity: 6
Net charge: 0
ΔE to the lowest compared entry with this formula, charge and spin in kJ/mol: 46.2



(2)
The following is a quantum chemistry calculation of C50H46MnN3O2P3Se3Te as an isolated structure, from the OMol25 dataset.

```
109
C50H46MnN3O2P3Se3Te ωB97M-V with the def2-TZVPD basis set
Mn -0.944 0.853 1.422
Se -3.482 0.317 1.431
Se -4.579 2.059 0.216
Te -2.704 3.071 -1.163
Se -0.942 3.326 0.562
N 1.367 0.861 0.979
C 2.369 -0.103 1.345
C 3.714 0.246 1.376
C 4.674 -0.697 1.709
C 4.295 -2.000 2.003
C 2.953 -2.346 1.986
C 1.976 -1.403 1.675
P 0.186 -1.763 1.680
C -0.262 -1.468 3.426
C -1.627 -1.399 3.716
C -2.061 -1.059 4.988
C -1.134 -0.781 5.983
C 0.224 -0.869 5.710
C 0.660 -1.215 4.438
C 0.142 -3.579 1.510
C 0.542 -4.135 0.293
C 0.548 -5.509 0.118
C 0.143 -6.344 1.152
C -0.266 -5.799 2.359
C -0.263 -4.422 2.543
H 1.703 1.811 1.090
H 1.120 0.780 -0.012
H 4.007 1.258 1.124
H 5.719 -0.414 1.730
H 5.042 -2.742 2.255
H 2.655 -3.359 2.226
H -2.356 -1.599 2.937
H -3.122 -0.986 5.190
H -1.472 -0.493 6.971
H 0.947 -0.657 6.487
H 1.722 -1.266 4.231
H 0.860 -3.493 -0.521
H 0.864 -5.924 -0.830
H 0.140 -7.418 1.013
H -0.584 -6.447 3.166
H -0.583 -4.006 3.489
C -0.877 0.665 -3.677
P -0.674 -0.094 -1.998
C -2.218 -1.074 -1.809
C -3.464 -0.587 -2.200
C -4.625 -1.292 -1.917
C -4.567 -2.497 -1.235
C -3.334 -2.993 -0.836
C -2.178 -2.284 -1.118
C 0.515 -1.444 -2.418
C 0.200 -2.488 -3.292
C 1.125 -3.479 -3.576
C 2.392 -3.444 -2.999
C 2.725 -2.407 -2.143
C 1.790 -1.419 -1.861
P -0.021 2.301 -3.780
C 1.730 1.855 -3.464
C 2.478 1.030 -4.306
C 3.804 0.750 -4.019
C 4.403 1.298 -2.891
C 3.672 2.126 -2.052
C 2.338 2.400 -2.336
C 0.033 2.560 -5.592
C 0.961 3.464 -6.112
C 0.980 3.763 -7.465
C 0.062 3.173 -8.323
C -0.872 2.282 -7.818
C -0.885 1.976 -6.463
H -1.938 0.879 -3.797
H -0.579 -0.044 -4.451
H -3.554 0.369 -2.696
H -5.581 -0.881 -2.216
H -5.475 -3.039 -1.008
H -3.266 -3.929 -0.296
H -1.230 -2.688 -0.796
H -0.790 -2.538 -3.730
H 0.860 -4.284 -4.251
H 3.113 -4.221 -3.223
H 3.709 -2.358 -1.692
H 2.084 -0.599 -1.220
H 2.019 0.616 -5.196
H 4.374 0.104 -4.676
H 5.443 1.085 -2.673
H 4.144 2.578 -1.189
H 1.764 3.061 -1.692
H 1.681 3.934 -5.451
H 1.712 4.463 -7.850
H 0.074 3.410 -9.380
H -1.594 1.819 -8.478
H -1.623 1.275 -6.092
O -4.441 3.494 3.394
C -3.646 4.625 3.645
N -3.424 4.716 5.061
C -2.497 4.052 5.801
O -2.494 4.109 7.018
C -1.386 3.307 5.107
C -0.118 3.435 5.659
C 0.941 2.765 5.079
C 0.691 1.974 3.974
N -0.522 1.828 3.442
C -1.551 2.475 4.006
H -4.517 3.348 2.433
H -4.140 5.544 3.319
H -2.682 4.565 3.133
H -4.174 5.089 5.623
H 0.013 4.055 6.536
H 1.946 2.846 5.471
H 1.496 1.426 3.496
H -2.522 2.308 3.553
```

Properties
Orbital gap (alpha / beta) in eV: 6.68 / 6.63
HOMO energy (alpha / beta) in eV: -6.513 / -6.558
Spin multiplicity: 6
Net charge: 0
ΔE to the lowest compared entry with this formula, charge and spin in kJ/mol: 0.0